# 1
A cluster of 7 separate species, C26H46N2O12 in total in a non-equilibrium geometry. Source: OMol25; level of theory: ωB97M-V with the def2-TZVPD basis set.

Bonds (Å) are listed after each position.
CARTESIAN COORDINATES (ANGSTROEM)
1 N -4.6823 -2.3233 1.7147  C2 1.135
2 C -4.1992 -1.2971 1.6654  N1 1.135, O3 1.320
3 O -3.5599 -0.2044 1.2907  C2 1.320, C4 1.427
4 C -2.1705 -0.2268 1.6157  O3 1.427, C5 1.546, O10 1.438, O13 1.406
5 C -1.8024 -1.1563 2.7948  C4 1.546, C6 1.586, H17 1.096, H18 1.102
6 C -0.3125 -0.8918 3.2706  C5 1.586, C7 1.577, H19 1.098, H20 1.100
7 C 0.5572 -2.2045 3.1907  C6 1.577, C8 1.565, H21 1.105, H22 1.105
8 C 1.4699 -2.1688 1.9202  C7 1.565, O9 1.444, H23 1.110, H24 1.101
9 O 0.7991 -2.7129 0.7633  C8 1.444, H25 0.965
10 O -1.8584 1.1020 2.0671  C4 1.438, C11 1.318
11 C -1.4551 1.8862 1.0874  O10 1.318, N12 1.135
12 N -1.0933 2.4414 0.1657  C11 1.135
13 O -1.3507 -0.5807 0.5296  C4 1.406, C14 1.385
14 C -2.0511 -0.8151 -0.6419  O13 1.385, O15 1.174, O16 1.376
15 O -2.4675 0.0522 -1.3139  C14 1.174
16 O -2.2693 -2.1033 -1.0751  C14 1.376, H26 0.975
17 H -1.8562 -2.2165 2.5233  C5 1.096
18 H -2.4466 -0.8663 3.6409  C5 1.102
19 H 0.1933 -0.1296 2.6629  C6 1.098
20 H -0.3144 -0.5801 4.3258  C6 1.100
21 H 1.2439 -2.2074 4.0557  C7 1.105
22 H -0.0562 -3.1236 3.2035  C7 1.105
23 H 2.3935 -2.7598 2.0895  C8 1.110
24 H 1.7867 -1.1392 1.6920  C8 1.101
25 H 0.2887 -3.4604 1.0978  O9 0.965
26 H -1.4018 -2.4233 -1.3837  O16 0.975
27 C -0.6681 4.3650 3.8673  C28 1.509, H31 1.089, H32 1.092, H33 1.091
28 C -1.0422 3.3316 4.9007  C27 1.509, C29 1.509, O30 1.211
29 C -2.2527 3.6186 5.7541  C28 1.509, H34 1.092, H35 1.091, H36 1.089
30 O -0.4003 2.3146 5.0391  C28 1.211
31 H 0.2170 4.0315 3.3270  C27 1.089
32 H -1.4873 4.4916 3.1567  C27 1.092
33 H -0.4451 5.3168 4.3522  C27 1.091
34 H -3.1384 3.7170 5.1237  C29 1.092
35 H -2.0990 4.5374 6.3225  C29 1.091
36 H -2.4068 2.7960 6.4510  C29 1.089
37 C 0.8138 5.9697 -3.0107  C38 1.505, H41 1.090, H42 1.092, H43 1.092
38 C 1.6790 5.5950 -1.8375  C37 1.505, C39 1.507, O40 1.212
39 C 1.2081 4.4362 -0.9977  C38 1.507, H44 1.091, H45 1.090, H46 1.090
40 O 2.7041 6.1905 -1.5841  C38 1.212
41 H 1.2609 6.8116 -3.5385  C37 1.090
42 H 0.7391 5.1179 -3.6901  C37 1.092
43 H -0.1811 6.2583 -2.6654  C37 1.092
44 H 1.1436 3.5360 -1.6107  C39 1.091
45 H 0.2326 4.6596 -0.5665  C39 1.090
46 H 1.9177 4.2613 -0.1893  C39 1.090
47 C 0.9362 1.2830 -6.0585  C48 1.508, H51 1.089, H52 1.092, H53 1.091
48 C 0.0570 2.4204 -5.6030  C47 1.508, C49 1.507, O50 1.211
49 C -1.4016 2.3564 -5.9771  C48 1.507, H54 1.091, H55 1.091, H56 1.089
50 O 0.5041 3.3461 -4.9627  C48 1.211
51 H 1.9572 1.4578 -5.7212  C47 1.089
52 H 0.5800 0.3431 -5.6326  C47 1.092
53 H 0.9312 1.2213 -7.1479  C47 1.091
54 H -1.8572 1.4626 -5.5472  C49 1.091
55 H -1.5074 2.3408 -7.0632  C49 1.091
56 H -1.9136 3.2343 -5.5862  C49 1.089
57 C 3.7060 -0.0751 -3.1306  C58 1.508, H61 1.089, H62 1.092, H63 1.092
58 C 2.7787 -0.3670 -1.9777  C57 1.508, C59 1.505, O60 1.208
59 C 1.3097 -0.4861 -2.2805  C58 1.505, H64 1.093, H65 1.093, H66 1.090
60 O 3.1876 -0.5036 -0.8493  C58 1.208
61 H 4.7299 -0.0177 -2.7647  C57 1.089
62 H 3.6412 -0.8732 -3.8728  C57 1.092
63 H 3.4417 0.8801 -3.5887  C57 1.092
64 H 1.1372 -1.3063 -2.9814  C59 1.093
65 H 0.9354 0.4502 -2.7009  C59 1.093
66 H 0.7742 -0.6944 -1.3537  C59 1.090
67 C -4.4493 -3.2673 -3.6767  C68 1.507, H71 1.089, H72 1.092, H73 1.091
68 C -3.7184 -4.5177 -4.0931  C67 1.507, C69 1.508, O70 1.211
69 C -4.4298 -5.8322 -3.8899  C68 1.508, H74 1.091, H75 1.091, H76 1.089
70 O -2.6060 -4.4696 -4.5698  C68 1.211
71 H -3.8226 -2.3998 -3.8775  C67 1.089
72 H -5.3769 -3.1698 -4.2437  C67 1.092
73 H -4.6669 -3.3030 -2.6078  C67 1.091
74 H -5.3566 -5.8472 -4.4658  C69 1.091
75 H -4.6495 -5.9771 -2.8308  C69 1.091
76 H -3.7909 -6.6454 -4.2310  C69 1.089
77 C 3.9272 -3.3683 6.1456  C78 1.509, H81 1.089, H82 1.092, H83 1.091
78 C 4.5646 -2.6863 4.9598  C77 1.509, C79 1.508, O80 1.209
79 C 5.7380 -3.3802 4.3144  C78 1.508, H84 1.092, H85 1.091, H86 1.089
80 O 4.1520 -1.6280 4.5444  C78 1.209
81 H 3.0990 -2.7615 6.5092  C77 1.089
82 H 3.5442 -4.3473 5.8515  C77 1.092
83 H 4.6583 -3.4825 6.9477  C77 1.091
84 H 5.4330 -4.3596 3.9413  C79 1.092
85 H 6.5474 -3.4950 5.0374  C79 1.091
86 H 6.0958 -2.7815 3.4782  C79 1.089

Computed properties:
- Frontier orbital gap: 9.1 eV
- SMILES: N#COC(CCCCO)(OC#N)OC(=O)O.CC(C)=O.CC(C)=O.CC(C)=O.CC(C)=O.CC(C)=O.CC(C)=O
- E: -55254.443 eV
- ΔE to the lowest compared entry with this formula, charge and spin: 99.5 kcal/mol
- HOMO: -0.32482 Ha
- Spin multiplicity: 1

Results of the Löwdin charge analysis, in e, for atoms 1 through 6: number 1, N, carries 0.21; number 2, C, carries -0.30; number 3, O, carries 0.12; number 4, C, carries -0.45; number 5, C, carries -0.04; number 6, C, carries -0.13

---

# 2
An isolated molecule of C26H46N6O5 in a non-equilibrium geometry. Source: OMol25; level of theory: ωB97M-V with the def2-TZVPD basis set.

Bonds (Å) are listed after each position.
CARTESIAN COORDINATES (ANGSTROEM)
1 C -4.9776 3.6609 0.6772  C2 1.524, H38 1.088, H39 1.087, H40 1.089
2 C -3.4813 3.4624 0.8841  C1 1.524, C3 1.527, H41 1.091, H42 1.092
3 C -2.6658 3.9702 -0.3033  C2 1.527, C4 1.535, H43 1.094, H44 1.092
4 C -1.1920 3.5526 -0.2039  C3 1.535, C5 1.487, H45 1.090, H46 1.093
5 C -1.0633 2.0788 -0.3494  C4 1.487, C6 1.382, N37 1.349
6 C -1.1780 1.2990 -1.4841  C5 1.382, N7 1.351, H47 1.069
7 N -1.0725 0.0294 -1.0343  C6 1.351, C8 1.439, N36 1.327
8 C -1.1447 -1.1926 -1.7915  N7 1.439, C9 1.535, C21 1.544, H48 1.093
9 C -2.4166 -1.2436 -2.6489  C8 1.535, C10 1.528, H49 1.091, H50 1.092
10 C -3.6894 -0.9084 -1.8723  C9 1.528, C11 1.528, H51 1.092, H52 1.092
11 C -4.0705 -1.9758 -0.8478  C10 1.528, C12 1.534, H53 1.091, H54 1.091
12 C -5.2085 -1.5127 0.0702  C11 1.534, N13 1.444, H55 1.092, H56 1.092
13 N -4.7859 -0.4723 0.9787  C12 1.444, C14 1.364, H57 1.008
14 C -4.0667 -0.7865 2.0941  N13 1.364, O15 1.207, O16 1.339
15 O -3.9928 -1.9036 2.5460  C14 1.207
16 O -3.5180 0.3270 2.5963  C14 1.339, C17 1.450
17 C -2.6938 0.2701 3.7873  O16 1.450, C18 1.528, C19 1.528, C20 1.528
18 C -2.1757 1.6992 3.9432  C17 1.528, H58 1.086, H59 1.087, H60 1.087
19 C -1.5214 -0.6877 3.5832  C17 1.528, H61 1.086, H62 1.087, H63 1.086
20 C -3.5475 -0.1418 4.9861  C17 1.528, H64 1.087, H65 1.086, H66 1.088
21 C 0.1013 -1.2714 -2.6993  C8 1.544, O22 1.216, N23 1.347
22 O 0.0107 -1.0879 -3.8984  C21 1.216
23 N 1.2768 -1.5372 -2.0966  C21 1.347, C24 1.449, C35 1.452
24 C 1.5568 -1.6501 -0.6797  N23 1.449, C25 1.535, H67 1.088, H68 1.096
25 C 2.4612 -0.4889 -0.2426  C24 1.535, N26 1.444, H69 1.090, H70 1.095
26 N 3.6505 -0.4473 -1.0609  C25 1.444, C27 1.362, C34 1.444
27 C 4.8491 -0.8078 -0.5240  N26 1.362, O28 1.209, O29 1.342
28 O 4.9977 -1.0179 0.6575  C27 1.209
29 O 5.8058 -0.8603 -1.4640  C27 1.342, C30 1.449
30 C 7.1779 -1.1463 -1.0948  O29 1.449, C31 1.528, C32 1.530, C33 1.528
31 C 7.2819 -2.5407 -0.4783  C30 1.528, H71 1.086, H72 1.086, H73 1.088
32 C 7.9331 -1.0904 -2.4238  C30 1.530, H74 1.087, H75 1.086, H76 1.087
33 C 7.7037 -0.0799 -0.1354  C30 1.528, H77 1.086, H78 1.086, H79 1.088
34 C 3.3799 -0.3632 -2.4769  N26 1.444, C35 1.532, H80 1.088, H81 1.096
35 C 2.4878 -1.5358 -2.8983  N23 1.452, C34 1.532, H82 1.091, H83 1.095
36 N -0.8969 0.0310 0.2808  N7 1.327, N37 1.282
37 N -0.8889 1.2436 0.6955  C5 1.349, N36 1.282
38 H -5.2126 4.7171 0.5607  C1 1.088
39 H -5.5323 3.2770 1.5300  C1 1.087
40 H -5.3177 3.1395 -0.2166  C1 1.089
41 H -3.1668 3.9935 1.7844  C2 1.091
42 H -3.2720 2.4040 1.0498  C2 1.092
43 H -3.0843 3.5744 -1.2332  C3 1.094
44 H -2.7281 5.0594 -0.3505  C3 1.092
45 H -0.7897 3.8477 0.7658  C4 1.090
46 H -0.6184 4.0473 -0.9914  C4 1.093
47 H -1.3071 1.5395 -2.5175  C6 1.069
48 H -1.1415 -2.0133 -1.0695  C8 1.093
49 H -2.4915 -2.2453 -3.0745  C9 1.091
50 H -2.2969 -0.5482 -3.4817  C9 1.092
51 H -3.5616 0.0516 -1.3671  C10 1.092
52 H -4.5088 -0.7927 -2.5853  C10 1.092
53 H -4.3734 -2.8878 -1.3646  C11 1.091
54 H -3.2193 -2.2148 -0.2089  C11 1.091
55 H -5.5347 -2.3524 0.6879  C12 1.092
56 H -6.0546 -1.1439 -0.5139  C12 1.092
57 H -4.6801 0.4663 0.6280  N13 1.008
58 H -1.5617 1.7754 4.8354  C18 1.086
59 H -3.0090 2.3925 4.0233  C18 1.087
60 H -1.5798 1.9574 3.0719  C18 1.087
61 H -1.8783 -1.7100 3.4988  C19 1.086
62 H -0.9895 -0.4187 2.6741  C19 1.087
63 H -0.8443 -0.6169 4.4296  C19 1.086
64 H -3.9338 -1.1469 4.8391  C20 1.087
65 H -2.9445 -0.1234 5.8896  C20 1.086
66 H -4.3845 0.5434 5.1044  C20 1.088
67 H 0.6512 -1.6364 -0.0777  C24 1.088
68 H 2.0847 -2.5955 -0.5104  C24 1.096
69 H 2.7647 -0.6178 0.7966  C25 1.090
70 H 1.9239 0.4599 -0.3453  C25 1.095
71 H 6.7296 -2.5781 0.4564  C31 1.086
72 H 8.3240 -2.7769 -0.2833  C31 1.086
73 H 6.8736 -3.2835 -1.1607  C31 1.088
74 H 7.8283 -0.1056 -2.8715  C32 1.087
75 H 8.9866 -1.2949 -2.2598  C32 1.086
76 H 7.5318 -1.8284 -3.1137  C32 1.087
77 H 8.7581 -0.2525 0.0603  C33 1.086
78 H 7.1581 -0.1185 0.8032  C33 1.086
79 H 7.5822 0.9089 -0.5729  C33 1.088
80 H 4.3178 -0.3789 -3.0282  C34 1.088
81 H 2.8576 0.5795 -2.6774  C34 1.096
82 H 2.2006 -1.4475 -3.9466  C35 1.091
83 H 3.0179 -2.4800 -2.7388  C35 1.095

Computed properties:
- Frontier orbital gap: 9.7 eV
- SMILES: CCCCc1cn([C@@H](CCCCNC(=O)OC(C)(C)C)C(=O)N2CCN(C(=O)OC(C)(C)C)CC2)nn1
- E: -46889.242 eV
- ΔE to the lowest compared entry with this formula, charge and spin: 4.9 kcal/mol
- HOMO: -0.33095 Ha
- Spin multiplicity: 1

Results of the Löwdin charge analysis, in e, for atoms 1 through 6: number 1, C, carries -0.11; number 2, C, carries -0.27; number 3, C, carries -0.21; number 4, C, carries -0.14; number 5, C, carries -0.29; number 6, C, carries 0.02

---

Question: The lowest HOMO belongs to which entry?
Answer: C26H46N6O5